Entry i
ORCA calculation (the ωB97M-V functional and the def2-TZVPD basis) on a structure of composition C30H38AsN4O6S2Se2TeV.

CARTESIAN COORDINATES (ANGSTROEM)
V  2.11  -0.90  0.74
O  6.58  -0.39  0.99
As  5.07  0.31  1.58
O  5.14  0.74  3.13
O  3.97  -0.88  1.09
C  4.97  1.88  0.44
C  6.08  2.70  0.60
C  6.20  3.89  -0.09
C  5.19  4.29  -0.96
C  4.07  3.49  -1.12
C  3.96  2.28  -0.43
S  2.45  1.38  -0.70
O  1.66  2.18  -1.59
O  2.74  0.01  -1.17
O  1.83  1.18  0.65
H  6.39  -1.27  0.65
H  6.87  2.40  1.29
H  7.07  4.52  0.05
H  5.27  5.22  -1.50
H  3.27  3.78  -1.79
C  0.29  1.32  3.97
N  -0.42  0.06  3.99
C  -1.75  -0.13  4.29
C  -2.02  -1.44  4.12
N  -0.85  -2.04  3.72
C  -0.69  -3.45  3.36
C  0.13  -1.12  3.64
Se  1.92  -1.43  3.23
H  -0.44  2.13  4.05
H  0.84  1.41  3.03
H  1.00  1.38  4.79
H  -2.39  0.69  4.59
H  -2.94  -1.99  4.23
H  -1.62  -3.96  3.58
H  0.12  -3.88  3.94
H  -0.45  -3.54  2.30
C  -3.55  1.59  1.90
C  -3.60  2.34  0.58
C  -2.38  3.23  0.34
C  -1.06  2.47  0.18
N  -1.09  1.56  -0.95
C  -0.97  0.22  -0.91
Se  -0.69  -0.84  0.61
N  -1.06  -0.25  -2.17
C  -1.12  -1.67  -2.53
C  -2.49  -2.28  -2.23
C  -3.66  -1.65  -2.99
C  -3.68  -1.99  -4.48
C  -1.19  0.81  -3.05
C  -1.24  0.87  -4.43
C  -1.31  2.12  -5.01
C  -1.31  3.28  -4.23
C  -1.25  3.23  -2.85
C  -1.20  1.97  -2.27
H  -4.50  1.09  2.10
H  -3.37  2.29  2.73
H  -2.77  0.84  1.91
H  -4.49  2.97  0.54
H  -3.69  1.63  -0.25
H  -2.25  3.92  1.18
H  -2.55  3.85  -0.54
H  -0.83  1.86  1.06
H  -0.22  3.16  0.03
H  -0.35  -2.19  -1.97
H  -0.87  -1.74  -3.59
H  -2.66  -2.21  -1.16
H  -2.43  -3.34  -2.47
H  -3.64  -0.56  -2.86
H  -4.59  -1.98  -2.54
H  -2.81  -1.59  -5.00
H  -4.56  -1.59  -4.97
H  -3.68  -3.07  -4.62
H  -1.21  -0.02  -5.04
H  -1.35  2.21  -6.09
H  -1.35  4.25  -4.72
H  -1.21  4.13  -2.25
Te  2.08  -3.15  -0.78
C  1.32  -4.58  0.56
C  0.20  -5.35  0.40
C  0.01  -6.30  1.45
C  1.01  -6.24  2.38
S  2.17  -5.05  1.98
H  -0.47  -5.23  -0.44
H  -0.82  -6.99  1.50
H  1.12  -6.85  3.26

HOMO (alpha / beta)   -6.94 / -6.97 eV
Spin multiplicity   3
Total charge   0
Molecular weight   1026.18 g mol⁻¹

Entry ii
ORCA calculation (the ωB97M-V functional and the def2-TZVPD basis) on a structure of composition C30H38AsN4O6S2Se2TeV.

CARTESIAN COORDINATES (ANGSTROEM)
V  0.07  -0.17  -2.95
O  -1.00  1.17  -3.66
As  -1.92  -1.41  -1.85
O  -3.36  -0.83  -2.44
O  0.99  0.47  -1.76
C  -1.82  -3.27  -2.55
C  -2.79  -4.15  -2.09
C  -2.78  -5.48  -2.49
C  -1.80  -5.95  -3.36
C  -0.83  -5.08  -3.83
C  -0.85  -3.76  -3.42
S  0.36  -2.65  -4.07
O  1.15  -3.32  -5.05
O  1.11  -2.09  -2.91
O  -0.41  -1.46  -4.55
H  -1.93  0.93  -3.74
H  -3.57  -3.80  -1.43
H  -3.55  -6.15  -2.13
H  -1.80  -6.99  -3.67
H  -0.07  -5.41  -4.52
C  0.98  3.29  -4.56
N  0.75  3.46  -3.13
C  -0.45  3.84  -2.57
C  -0.31  3.75  -1.24
N  0.96  3.28  -0.99
C  1.47  2.88  0.32
C  1.59  3.10  -2.16
Se  3.40  2.58  -2.34
H  0.43  4.06  -5.09
H  0.62  2.31  -4.87
H  2.05  3.39  -4.76
H  -1.29  4.11  -3.18
H  -1.00  3.94  -0.44
H  0.75  3.20  1.07
H  2.43  3.34  0.51
H  1.55  1.79  0.35
C  0.67  2.21  3.96
C  2.12  1.76  4.07
C  2.33  0.49  4.89
C  1.95  -0.82  4.20
N  0.52  -1.02  4.04
C  -0.15  -1.01  2.85
Se  0.58  -0.73  1.19
N  -1.45  -1.28  3.13
C  -2.54  -1.39  2.16
C  -3.62  -0.33  2.34
C  -3.18  1.11  2.09
C  -2.93  1.44  0.63
C  -1.61  -1.50  4.49
C  -2.71  -1.86  5.25
C  -2.51  -2.04  6.61
C  -1.25  -1.86  7.19
C  -0.15  -1.51  6.43
C  -0.35  -1.33  5.07
H  0.61  3.22  3.55
H  0.19  2.24  4.95
H  0.09  1.56  3.31
H  2.71  2.55  4.53
H  2.53  1.61  3.06
H  1.80  0.58  5.84
H  3.40  0.40  5.14
H  2.33  -1.67  4.78
H  2.39  -0.88  3.21
H  -2.97  -2.39  2.27
H  -2.08  -1.34  1.17
H  -4.03  -0.42  3.35
H  -4.44  -0.58  1.66
H  -2.29  1.32  2.69
H  -3.97  1.76  2.48
H  -1.96  1.05  0.29
H  -2.93  2.52  0.48
H  -3.70  1.02  -0.02
H  -3.68  -2.01  4.80
H  -3.35  -2.32  7.24
H  -1.14  -2.01  8.26
H  0.83  -1.39  6.88
Te  3.13  0.31  -3.51
C  4.41  0.95  -5.06
C  4.07  1.30  -6.33
C  5.19  1.66  -7.13
C  6.36  1.58  -6.44
S  6.11  1.04  -4.84
H  3.05  1.29  -6.69
H  5.13  1.97  -8.16
H  7.35  1.80  -6.80

HOMO (alpha / beta)   -6.94 / -7.41 eV
Spin multiplicity   3
Total charge   0
Molecular weight   1026.18 g mol⁻¹

Which of them is the most stable? Correct choice: entry i.

Entry i
ORCA calculation (the ωB97M-V functional and the def2-TZVPD basis) on a cluster of 2 separate species, C3H10N5 in total.

CARTESIAN COORDINATES (ANGSTROEM)
C  2.10  0.39  0.13
C  2.18  1.88  0.10
C  3.03  -1.81  -0.15
N  -1.58  0.11  0.20
N  -0.46  0.23  0.21
N  0.70  0.04  0.32
N  3.01  -0.39  -0.10
N  -3.95  -0.65  0.00
H  1.25  2.40  -0.03
H  2.93  2.12  -0.74
H  2.56  2.13  1.03
H  3.99  -2.10  -0.09
H  2.50  -2.34  0.55
H  2.68  -2.09  -1.07
H  -2.93  -0.89  0.22
H  -4.23  0.23  0.29
H  -4.64  -1.22  0.51
H  -4.23  -0.82  -0.98

HOMO   -12.89 eV
Total charge   +1
Molecular weight   116.15 g mol⁻¹

Entry ii
ORCA calculation (the ωB97M-V functional and the def2-TZVPD basis) on a structure of composition C3H10N5.

CARTESIAN COORDINATES (ANGSTROEM)
C  -1.34  0.42  -0.06
C  1.13  0.35  -0.27
C  2.07  0.35  0.86
N  -0.09  0.73  -0.09
N  -1.78  -0.85  -0.02
N  -2.29  1.44  -0.17
N  1.52  0.12  -1.51
N  -0.35  -1.86  0.65
H  2.01  1.32  1.51
H  3.07  0.28  0.62
H  1.82  -0.62  1.43
H  -2.70  -0.99  0.52
H  -2.04  2.27  -0.55
H  -3.34  1.30  0.03
H  2.43  -0.04  -1.76
H  0.84  0.37  -2.27
H  -0.11  -2.22  -0.23
H  -0.86  -2.39  1.30

HOMO   -13.92 eV
Total charge   +1
Molecular weight   116.15 g mol⁻¹

Which of them is the most stable? Correct choice: entry ii.

Entry i
ORCA calculation (the ωB97M-V functional and the def2-TZVPD basis) on a cluster of 2 separate species, C3H8O3 in total.

CARTESIAN COORDINATES (ANGSTROEM)
C  0.00  0.00  0.00
C  -0.73  0.51  -1.31
O  0.14  0.12  -2.36
C  -0.05  -1.02  -3.01
O  0.71  -1.35  -3.96
H  0.35  -1.04  -0.02
H  -0.67  0.13  0.87
H  0.87  0.66  0.12
H  -1.79  0.22  -1.44
H  -0.68  1.62  -1.36
H  -0.83  -1.65  -2.55
O  -0.04  -4.74  1.35
H  -0.48  -5.34  0.71
H  0.78  -4.45  0.89

HOMO   -10.56 eV
Total charge   0
Molecular weight   92.09 g mol⁻¹
SMILES string   CCOC=O.O

Entry ii
ORCA calculation (the ωB97M-V functional and the def2-TZVPD basis) on a cluster of 2 separate species, C3H8O3 in total.

CARTESIAN COORDINATES (ANGSTROEM)
C  -0.35  -1.66  0.07
C  -0.37  -0.42  0.93
O  0.02  0.58  0.04
C  -0.02  0.02  -1.23
O  -0.77  -1.18  -1.15
H  0.59  -2.23  -0.05
H  -1.11  -2.34  0.50
H  0.32  -0.46  1.79
H  -1.38  -0.16  1.32
H  -0.59  0.55  -2.01
H  0.98  -0.22  -1.65
O  1.19  2.50  0.75
H  0.77  1.73  0.30
H  0.70  3.28  0.39

HOMO   -10.24 eV
Total charge   0
Molecular weight   92.09 g mol⁻¹
SMILES string   C1COCO1.O

Which of them is the most stable? Correct choice: entry i.

Entry i
ORCA calculation (the ωB97M-V functional and the def2-TZVPD basis) on a cluster of 3 separate species, C3H8O3 in total.

CARTESIAN COORDINATES (ANGSTROEM)
O  -1.98  0.97  -0.98
C  -2.16  -0.21  -0.73
C  -1.41  -0.99  0.21
C  -0.01  -0.78  0.54
O  0.86  -1.34  -0.44
H  -2.98  -0.75  -1.23
H  -1.77  -2.01  0.38
H  0.80  2.47  0.42
H  0.13  0.31  0.50
H  0.18  -1.02  1.59
H  1.68  -0.79  -0.20
H  2.98  0.92  -0.90
H  1.22  2.65  0.98
O  2.47  0.59  -0.15

HOMO   -8.74 eV
Total charge   0
Molecular weight   92.09 g mol⁻¹

Entry ii
ORCA calculation (the ωB97M-V functional and the def2-TZVPD basis) on a cluster of 2 separate species, C3H8O3 in total.

CARTESIAN COORDINATES (ANGSTROEM)
O  1.36  -2.49  -2.21
C  1.19  -1.84  -1.23
O  2.13  -1.61  -0.31
H  0.28  -1.27  -1.03
H  2.13  -0.71  0.05
C  -0.30  1.30  -0.12
C  -0.97  0.25  0.76
O  -1.14  0.85  2.04
H  0.26  0.88  -0.96
H  0.39  1.96  0.39
H  -1.08  1.91  -0.57
H  -1.92  0.00  0.29
H  -0.41  -0.64  0.95
H  -1.91  1.42  1.96

HOMO   -10.75 eV
Total charge   0
Molecular weight   92.09 g mol⁻¹
SMILES string   O=CO.CCO

Which of them is the most stable? Correct choice: entry ii.

Entry i
ORCA calculation (the ωB97M-V functional and the def2-TZVPD basis) on a cluster of 2 separate species, C3H7O3S in total.

CARTESIAN COORDINATES (ANGSTROEM)
C  -2.09  0.26  0.62
C  0.92  0.62  -0.85
C  -1.07  -0.70  0.15
O  2.07  0.69  1.46
O  2.64  -1.23  -0.25
O  -1.32  -1.48  -0.77
S  2.42  0.41  0.01
H  -3.05  0.27  0.07
H  -2.30  0.08  1.62
H  -1.71  1.32  0.50
H  0.82  1.76  -1.10
H  1.07  0.16  -1.91
H  -0.14  -0.69  0.74
H  1.75  -1.47  -0.30

HOMO   -2.91 eV
Total charge   -1
Molecular weight   123.15 g mol⁻¹

Entry ii
ORCA calculation (the ωB97M-V functional and the def2-TZVPD basis) on a cluster of 2 separate species, C3H7O3S in total.

CARTESIAN COORDINATES (ANGSTROEM)
C  -1.90  0.69  0.20
C  1.33  -0.16  -0.52
C  -1.91  -0.01  -0.98
O  2.41  1.16  1.41
O  1.24  -1.19  1.82
O  -2.16  -1.21  -1.18
S  2.37  -0.31  1.08
H  -2.42  0.17  0.97
H  0.52  0.43  -0.36
H  -1.59  1.69  0.22
H  2.00  0.32  -1.19
H  0.92  -1.14  -0.95
H  -1.21  0.40  -1.83
H  0.41  -0.86  1.32

HOMO   -2.78 eV
Total charge   -1
Molecular weight   123.15 g mol⁻¹

Which of them is the most stable? Correct choice: entry ii.

Entry i
ORCA calculation (the ωB97M-V functional and the def2-TZVPD basis) on a structure of composition C32H27F2N5O4S2V.

CARTESIAN COORDINATES (ANGSTROEM)
V  1.49  -0.14  -0.27
C  -3.27  -4.47  -1.13
S  -2.05  -3.55  -2.08
C  -0.79  -3.23  -0.87
S  -1.04  -3.25  0.80
N  0.38  -3.05  -1.46
N  1.34  -2.44  -0.81
C  2.53  -2.92  -0.85
C  3.54  -2.22  -0.07
C  4.75  -2.82  0.28
C  5.54  -2.23  1.23
C  5.13  -1.03  1.81
C  3.97  -0.46  1.36
N  3.18  -1.03  0.44
H  -4.11  -4.62  -1.80
H  -2.86  -5.42  -0.82
H  -3.57  -3.89  -0.26
H  2.75  -3.87  -1.32
H  5.01  -3.76  -0.19
H  6.46  -2.71  1.55
H  5.70  -0.56  2.60
H  3.65  0.50  1.75
O  -0.72  1.31  -0.53
C  -1.32  1.03  -1.80
C  -0.41  0.01  -2.51
O  -0.72  -0.50  -3.54
O  0.72  -0.23  -1.84
C  -2.70  0.40  -1.62
C  -2.94  -0.41  -0.52
C  -4.20  -0.98  -0.33
C  -5.21  -0.75  -1.24
C  -4.96  0.05  -2.35
C  -3.72  0.63  -2.54
C  -1.37  2.34  -2.60
C  -1.68  3.51  -1.91
C  -1.72  4.73  -2.56
C  -1.43  4.81  -3.92
C  -1.11  3.65  -4.61
C  -1.08  2.42  -3.96
H  -1.42  1.27  0.14
H  -2.16  -0.63  0.20
H  -4.36  -1.61  0.54
H  -6.19  -1.20  -1.10
H  -5.75  0.23  -3.08
H  -3.54  1.26  -3.39
H  -1.89  3.47  -0.85
H  -1.97  5.63  -2.00
H  -1.47  5.76  -4.43
H  -0.86  3.70  -5.66
H  -0.85  1.53  -4.52
O  1.27  0.70  1.11
C  0.79  1.42  2.19
C  0.41  2.73  2.00
C  -0.05  3.48  3.08
C  -0.15  2.90  4.33
C  0.22  1.57  4.50
C  0.70  0.81  3.44
C  1.09  -0.60  3.63
N  1.08  -1.52  2.70
C  1.53  -2.67  3.29
C  1.83  -2.44  4.60
N  1.54  -1.11  4.81
H  0.50  3.16  1.01
H  -0.35  4.51  2.93
H  -0.52  3.47  5.17
H  0.12  1.12  5.48
H  1.59  -3.60  2.74
H  2.20  -3.08  5.39
H  1.66  -0.60  5.67
F  2.10  2.21  -1.73
C  2.78  1.19  -1.10
F  3.43  0.47  -2.10
H  3.56  1.65  -0.50

HOMO (alpha / beta)   -7.18 / -7.17 eV
Spin multiplicity   2
Total charge   0
Molecular weight   698.67 g mol⁻¹

Entry ii
ORCA calculation (the ωB97M-V functional and the def2-TZVPD basis) on a structure of composition C32H27F2N5O4S2V.

CARTESIAN COORDINATES (ANGSTROEM)
V  -0.10  -0.31  -1.02
C  3.09  -1.96  -2.50
S  3.92  -1.57  -0.96
C  2.64  -1.30  0.17
S  3.12  -0.73  1.67
N  1.37  -1.59  -0.23
N  0.35  -1.37  0.61
C  0.26  -1.67  1.85
C  -0.88  -1.22  2.65
C  -1.09  -1.79  3.91
C  -2.16  -1.36  4.67
C  -2.98  -0.37  4.15
C  -2.68  0.15  2.89
N  -1.66  -0.26  2.16
H  3.86  -2.37  -3.16
H  2.31  -2.71  -2.35
H  2.68  -1.05  -2.93
H  1.02  -2.29  2.31
H  -0.41  -2.56  4.27
H  -2.35  -1.78  5.64
H  -3.82  0.01  4.71
H  -3.29  0.94  2.47
O  0.69  1.28  0.63
C  1.13  2.42  -0.12
C  1.42  1.94  -1.59
O  1.61  2.75  -2.48
O  1.48  0.65  -1.72
C  0.01  3.44  -0.10
C  -1.17  3.20  0.60
C  -2.17  4.16  0.65
C  -2.00  5.38  0.00
C  -0.82  5.63  -0.69
C  0.18  4.67  -0.73
C  2.39  2.96  0.53
C  2.29  3.41  1.84
C  3.42  3.85  2.52
C  4.65  3.85  1.88
C  4.75  3.41  0.57
C  3.62  2.97  -0.11
H  1.48  0.85  1.01
H  -1.31  2.25  1.11
H  -3.09  3.96  1.19
H  -2.78  6.13  0.04
H  -0.68  6.57  -1.19
H  1.10  4.86  -1.27
H  1.33  3.41  2.34
H  3.34  4.20  3.54
H  5.54  4.20  2.41
H  5.71  3.41  0.07
H  3.71  2.63  -1.13
O  -1.06  0.98  -1.79
C  -2.28  1.44  -2.01
C  -2.43  2.68  -2.65
C  -3.69  3.20  -2.83
C  -4.82  2.52  -2.39
C  -4.67  1.29  -1.77
C  -3.41  0.73  -1.57
C  -3.21  -0.57  -0.98
N  -2.04  -1.14  -0.69
C  -2.32  -2.39  -0.20
C  -3.66  -2.58  -0.16
N  -4.21  -1.42  -0.65
H  -1.54  3.20  -2.97
H  -3.80  4.17  -3.31
H  -5.80  2.94  -2.53
H  -5.56  0.77  -1.43
H  -1.53  -3.07  0.07
H  -4.26  -3.42  0.15
H  -5.19  -1.24  -0.80
F  -1.42  -1.32  -3.40
C  -0.25  -1.53  -2.71
F  -0.26  -2.86  -2.34
H  0.57  -1.37  -3.40

HOMO (alpha / beta)   -8.22 / -8.24 eV
Spin multiplicity   2
Total charge   0
Molecular weight   698.67 g mol⁻¹

Which of them is the most stable? Correct choice: entry ii.